[1]
Computed, not measured: a cluster of 3 separate species, C3H9NO4 in total at a distorted geometry, with ωB97M-V with the def2-TZVPD basis set.

Output
- LUMO: 0.0201 Eh
- SMILES string: O=CCNC=O.O.O
- Gap between HOMO and LUMO: 10.75 eV

ORCA input file:
```
! RIJCOSX wB97M-V def2-TZVPD def2/J DEFGRID3
* xyz 0 1
H -0.72813 0.78807 -1.45409
O -0.47516 4.09054 -1.43367
H -2.30005 1.83166 -1.20575
N -0.73972 2.07423 0.41035
O 0.03286 -1.63357 -1.38439
H 0.09158 -1.86588 -0.36193
H 0.12435 1.73745 2.35654
O -0.35323 -0.00831 1.40718
H 0.48341 -0.74815 -1.33708
H -0.89749 2.97541 0.69031
H 2.25602 -6.14306 1.51177
C -0.70370 2.96834 -1.85392
O 2.60754 -5.73644 2.28291
C -1.09869 1.79205 -0.99704
C -0.30431 1.20074 1.42053
H -0.71778 3.09854 -3.00660
H 2.72249 -6.42162 2.95488
*
```

=====

[2]
Computed, not measured: the molecule C3H5N3S2 at a distorted geometry, with ωB97M-V with the def2-TZVPD basis set.

Output
- LUMO: -0.0464 Eh
- SMILES string: [H]/N=C/NC(=S)C(N)=S
- Gap between HOMO and LUMO: 7.66 eV

ORCA input file:
```
! RIJCOSX wB97M-V def2-TZVPD def2/J DEFGRID3
* xyz 0 1
C 0.18427 -0.45146 0.23022
H 2.72858 -0.41815 -2.32158
H -0.56038 1.38683 0.33049
N 1.87742 -0.56540 -1.65634
C 0.74191 0.09272 -1.13480
C -1.34925 0.44703 1.95234
H -0.72587 -0.16470 2.87121
N -0.49670 0.55501 0.80444
H -2.71286 0.94692 3.13840
N -2.43886 1.21986 2.19244
S 0.34011 -2.04149 0.76474
S 0.22937 1.47274 -1.90805
H 2.10427 -1.64694 -1.39599
*
```

=====

[3]
Computed, not measured: the molecule C4H6O2 at a distorted geometry, with ωB97M-V with the def2-TZVPD basis set.

Output
- LUMO: 0.0114 Eh
- SMILES string: C=C(C=O)CO
- Gap between HOMO and LUMO: 10.37 eV

ORCA input file:
```
! RIJCOSX wB97M-V def2-TZVPD def2/J DEFGRID3
* xyz 0 1
H 1.23351 -2.68742 0.25033
C -0.24879 0.19060 0.24689
H 0.32096 -1.16254 -1.29409
C 0.65471 -0.88610 -0.27742
H -1.51747 0.89933 1.74980
O 0.67776 -1.97108 0.64708
H 1.66137 -0.50799 -0.45741
C -0.78946 0.11785 1.47538
C -0.54141 1.35599 -0.56342
H -1.32015 1.99855 -0.10595
O 0.03785 1.66023 -1.58670
H -0.55337 -0.72314 2.08575
*
```

=====

[4]
Computed, not measured: a cluster of 2 separate species, C2H5PS in total at a distorted geometry, with ωB97M-V with the def2-TZVPD basis set.

Output
- LUMO (spin up / spin down): -0.0174 / -0.0176 Eh
- Gap between HOMO and LUMO (spin up / spin down): 8.74 / 7.60 eV

ORCA input file:
```
! RIJCOSX wB97M-V def2-TZVPD def2/J DEFGRID3
* xyz 0 1
C -0.99923 0.97215 0.31432
H -1.38270 1.67590 -0.41382
H 1.53578 -1.09995 1.37409
H -0.96593 1.35220 1.32891
H 0.38856 0.23538 -2.21270
P 1.63757 -0.54597 0.08202
C -0.05983 -0.05860 -0.10565
S -1.62081 -0.73238 0.13221
H 1.46659 -1.79873 -0.49938
*
```